[1]
Entry from OMol25: 6 unconnected molecules or ions with the total composition C25H56F5N6O6Si (ωB97M-V with the def2-TZVPD basis set).

```
99
Properties=species:S:1:pos:R:3
Si -2.02817 2.73305 -0.66303
F -0.14191 4.35270 6.42745
F 0.24246 2.17349 6.42090
F 1.43913 4.55633 4.10514
F 2.39256 4.09525 6.01919
F -0.68473 3.15041 4.68073
O 3.90691 0.28106 1.87499
O -0.82783 -1.20349 -6.28635
O -0.49639 3.40728 -0.93518
O 4.83790 -1.96236 5.72931
O -6.05096 -4.33752 -4.53003
O -2.09649 -0.69501 -2.75861
N 0.23024 0.79472 -6.10110
N 1.94316 2.86460 1.68255
N -2.42476 -2.91000 -3.10333
N 5.89466 0.26376 2.96792
N -6.78735 -4.88028 -6.60416
N 3.15654 -2.14601 7.24856
C -3.20083 -3.96160 -3.74386
C 0.60542 2.05389 -6.71050
C 0.63358 0.51222 -4.73390
C 2.28970 -1.26136 6.49631
C 1.55897 3.14554 0.25353
C -3.01436 3.74624 0.57870
C 1.61292 3.57119 5.03430
C -2.92556 2.84282 -2.29776
C -1.92242 0.93292 -0.17131
C 2.33294 2.38053 4.44925
C -2.71958 -1.62209 -3.26770
C -6.66112 -5.07675 -5.28369
C -0.48810 -0.13586 -6.75718
C -7.52677 -5.79495 -7.45349
C -6.16030 -3.70980 -7.19814
C 1.47795 1.36279 3.69286
C 0.18851 3.83853 0.19695
C 1.23195 1.67024 2.20321
C 6.61740 0.70651 1.78420
C 0.23260 3.29906 5.67804
C 6.62842 0.00869 4.20034
C -1.29247 -3.26370 -2.26671
C 4.37986 -2.41170 6.76958
C 2.67360 -2.71825 8.49458
C 4.58036 0.09402 2.89261
H 2.94709 2.69883 1.75354
H -6.55795 -2.80105 -6.74572
H -3.80445 2.20886 -2.29628
H 0.22430 2.10152 -7.72803
H 5.94822 -0.32147 4.98044
H 6.47858 -0.00565 0.97163
H -5.08358 -3.73167 -7.02802
H 1.57571 2.23377 -0.32529
H 0.16865 1.72947 2.01131
H -0.24473 0.33826 -4.10924
H -0.34360 3.63567 1.13425
H 1.69269 2.15226 -6.73862
H 2.76141 -0.28266 6.39134
H 1.34208 -1.15031 7.01599
H 3.43928 -3.35474 8.93024
H 3.15401 2.76750 3.85366
H -2.18924 0.35044 -1.05569
H 1.24824 -0.38885 -4.70691
H -2.86822 3.37864 1.59298
H -7.16867 -5.98805 -4.92879
H 7.36880 -0.77220 4.02876
H -2.26959 2.52783 -3.10368
H -1.44051 -2.88758 -1.25326
H 4.95604 -3.09516 7.41069
H 1.20111 1.34993 -4.33477
H 0.19032 2.88836 -6.14117
H 7.67416 0.78917 2.01813
H 2.43016 -1.92535 9.20304
H -4.06849 3.62089 0.35727
H 4.13924 -0.25473 3.83979
H 7.13664 0.92059 4.52031
H -4.00082 -3.53322 -4.32919
H -0.74860 0.16529 -7.78616
H 1.60331 0.84786 1.60545
H -0.92163 0.60935 0.11070
H 2.00867 0.42073 3.73741
H -1.18817 -4.34458 -2.24035
H 0.51635 1.18471 4.15178
H -6.87135 -6.21027 -8.22076
H -2.63440 0.68815 0.61252
H 1.71839 3.71471 2.20394
H 1.78073 -3.31724 8.31155
H -2.54902 -4.54527 -4.39827
H -0.37947 -2.81948 -2.66541
H -3.21426 3.87792 -2.46532
H 0.34737 4.91540 0.16801
H -8.35308 -5.27348 -7.93924
H -3.58795 -1.45434 -3.92083
H -2.74334 4.79670 0.54202
H -7.92940 -6.61060 -6.85763
H 2.81004 1.87188 5.27783
H 6.24219 1.67585 1.45364
H 2.11194 -1.66740 5.49862
H -3.63227 -4.61766 -2.98855
H -6.35608 -3.69792 -8.26649
H 2.29553 3.84324 -0.12836
```

The total charge is +1. As for the LUMO energy: -2.22 eV.

[2]
Entry from OMol25: a molecular structure, C25H56N2O2P2SV (ωB97M-V with the def2-TZVPD basis set).

```
89
Properties=species:S:1:pos:R:3
V 0.67570 0.78122 -0.36312
S -0.85818 -0.25825 1.11851
P 2.06335 -0.37542 -2.02552
P -1.12545 2.10538 1.06139
O 2.53204 -0.51536 1.67799
O -1.15862 -1.70168 -1.16757
N -2.89528 -1.86572 2.17073
N -0.91234 -3.13204 1.93335
C -2.29819 -4.59390 0.56014
C 0.38180 2.30873 3.38176
C -0.16655 3.57448 0.47804
C 4.34388 -2.18553 -2.09700
C 3.08743 -1.78589 -1.31897
C -3.89094 -2.77002 2.78067
C 1.38381 -0.87750 -3.70307
C -2.83152 2.31368 0.43271
C -0.55814 -0.74999 -0.71057
C -3.94040 -2.68069 4.29403
C 1.82856 0.09424 0.92591
C 2.42271 -1.33171 -4.72900
C 1.27006 3.18109 0.10777
C -3.59080 3.28646 1.33983
C 2.21594 -3.00369 -1.00569
C -1.43953 -4.50362 1.79491
C 4.18503 1.34423 -1.28219
C -1.63511 -2.02807 1.81227
C 3.38846 0.85521 -2.49721
C -1.07154 2.10971 2.92277
C 2.81123 2.01162 -3.31804
C -0.82707 4.40306 -0.63949
C -1.66656 0.91034 3.68024
C -3.62589 1.02518 0.20457
C 0.26245 -1.90735 -3.67932
H 3.38300 5.02202 -2.21134
H 1.83912 2.79034 0.96584
H -0.56033 -5.16095 1.73427
H -3.06322 4.23709 1.48629
H 1.33257 2.51561 -0.80325
H -3.78396 2.84222 2.32627
H -2.66329 0.58212 3.34769
H -1.68070 3.00006 3.17647
H -2.89197 -5.50593 0.56353
H -0.97392 0.05179 3.65904
H 2.90329 5.40556 -1.77734
H 2.76635 -3.66470 -0.31918
H -3.69335 -3.78375 2.44331
H 3.55321 1.86901 -0.54745
H 5.01158 -1.33754 -2.28668
H 0.77924 3.29336 3.10517
H -4.59908 1.27692 -0.24050
H 1.98149 -3.58603 -1.90737
H 2.39349 1.67455 -4.27485
H 1.27052 -2.73332 -0.51291
H -4.56235 3.51601 0.88310
H -1.81073 4.78811 -0.34919
H 1.80582 4.08626 -0.20387
H 4.11148 -2.68581 -3.04442
H -0.18138 5.26758 -0.84367
H 4.94794 2.05740 -1.62615
H -1.66454 -4.61104 -0.32658
H -0.15333 4.19322 1.38868
H -0.55156 -1.60445 -3.02224
H -2.98273 -3.75070 0.45149
H 1.06121 1.53519 2.98465
H -3.01954 -3.07931 4.73601
H 4.69891 0.52434 -0.76432
H 4.90755 -2.90076 -1.47946
H 2.78591 -2.34403 -4.50754
H -4.09356 -1.65579 4.66700
H -0.17871 -2.00008 -4.68279
H -0.93160 3.83705 -1.57682
H 3.60850 2.73577 -3.53229
H -4.86164 -2.46235 2.37678
H -2.65969 2.77080 -0.55375
H -3.84686 0.52303 1.15459
H 4.08182 0.29715 -3.14764
H 0.61694 -2.89841 -3.37050
H 3.27490 -0.65275 -4.83400
H -1.96498 -4.74885 2.71986
H -3.28078 -0.94108 1.97637
H -1.75749 1.21163 4.72963
H 0.93817 0.07885 -4.03111
H 1.92459 -1.38683 -5.70877
H 2.01954 2.54558 -2.77122
H 0.09607 -2.99202 1.94894
H -4.78534 -3.28015 4.65047
H 0.44169 2.24281 4.47913
H -3.13054 0.32370 -0.47936
H 3.43196 -1.36671 -0.35883
```

The total charge is +4. As for the LUMO energy (alpha / beta): -14.97 / -15.79 eV. The spin multiplicity is 2.

[3]
Entry from OMol25: 3 unconnected molecules or ions with the total composition C25H57BO8 (ωB97M-V with the def2-TZVPD basis set).

```
91
Properties=species:S:1:pos:R:3
O -4.99218 -1.72307 2.05315
O -2.42777 3.58711 3.50456
O -3.21057 -2.05455 -0.43700
O -3.13180 2.01346 6.06044
O -1.15963 0.31432 -2.81740
O -2.00604 5.18799 6.10133
O -3.57824 -4.45461 1.89432
O 6.71252 0.72943 -1.86956
C -4.92836 -4.17625 2.23784
C -4.24993 1.19211 6.32933
C 3.37309 -0.97710 -5.50526
C 3.82794 0.30260 -4.67405
C 2.34635 -3.00377 -4.17780
C 0.00223 -0.40318 -2.36883
C 0.37053 -1.48435 -3.44358
C -2.60295 5.61671 4.88562
C -2.40994 1.57384 4.91898
C 3.63141 -2.32261 -4.74631
C -0.94402 6.02765 6.50053
C -3.47738 -1.71332 -1.78574
C 1.69255 -2.22093 -2.98511
C -3.62433 -1.38203 1.84652
C -3.32570 -0.93320 0.42681
C 6.06798 1.63951 -4.31317
C -0.74053 1.61115 -3.27749
C 5.15462 0.83041 -5.30489
C -1.62794 2.72227 4.30546
C 4.66732 -0.27722 -0.79255
C 5.44847 -1.61469 -0.96238
C 5.42793 0.99863 -1.31193
C -3.31080 4.45884 4.20356
C -2.91782 -5.20582 2.88986
C -5.42789 -2.95442 1.48624
B 6.70119 0.59784 -3.27544
H 6.88194 2.09719 -4.92820
H 4.80692 -2.45949 -0.62693
H 5.74230 -0.06069 -5.61971
H -0.20163 -0.88648 -1.38758
H 3.96001 -1.01136 -6.44784
H -2.91350 -4.66432 3.84225
H -0.89466 2.29364 3.61780
H -0.46225 -2.21586 -3.46564
H 3.93981 -0.05762 -3.62655
H -3.93494 0.16545 6.54394
H -3.94381 3.90696 4.89852
H 3.66048 -0.28960 -1.26769
H -1.71436 0.79115 5.24817
H -4.49885 -1.32998 -1.89076
H 4.74170 1.56209 -1.97590
H -4.12076 -0.26216 0.08362
H -5.01926 -3.99988 3.31540
H -1.30480 7.04310 6.69608
H 4.47935 -0.13789 0.29650
H 0.88529 0.26729 -2.25665
H -2.75828 -0.97161 -2.14514
H 1.41764 -2.97746 -2.21933
H 7.21074 -0.38709 -3.72574
H 5.55194 2.49329 -3.82231
H -1.55804 1.96613 -3.93695
H -3.38733 -2.61908 -2.38614
H 2.99784 1.03552 -4.67566
H -0.59220 2.29854 -2.42085
H 4.88917 1.45807 -6.17687
H 4.10161 -3.06400 -5.43325
H -1.88590 -5.35091 2.57282
H -3.96570 4.87698 3.43474
H -0.16053 6.04876 5.73516
H -5.18828 -3.00780 0.42407
H -0.51841 5.61955 7.41628
H 6.41254 -1.60911 -0.42465
H 2.67417 -3.98650 -3.76303
H 0.53165 -1.03336 -4.44035
H -3.39323 -6.18433 3.01694
H -2.96302 -2.18810 2.16678
H 2.28399 -0.89840 -5.70372
H -6.51773 -2.93656 1.56970
H -3.43858 -0.53278 2.50863
H -3.09180 1.15783 4.16899
H -5.53242 -5.04960 1.96158
H -2.36770 -0.39768 0.40693
H -3.33101 6.40131 5.12682
H 1.59416 -3.25469 -4.95790
H 5.58512 -1.77969 -2.05600
H 2.35481 -1.43854 -2.55693
H 5.60281 1.65515 -0.42869
H -1.07240 3.28157 5.05894
H 4.34085 -2.22430 -3.89203
H -1.84270 6.02415 4.21006
H 0.18799 1.52223 -3.88371
H -4.94726 1.20168 5.48489
H -4.76132 1.59608 7.20238
```

Its structure (SMILES) is CCCOBCCCCCCCCCOC.COCCOCCOC.COCCOCCOC. The total charge is 0. As for the LUMO energy: 0.61 eV.

[4]
Entry from OMol25: a molecular structure, C25H57IN3O12S4 (ωB97M-V with the def2-TZVPD basis set).

```
102
Properties=species:S:1:pos:R:3
I 1.55703 -4.15477 -0.14672
S 5.45303 -0.38577 1.53828
S -3.07297 2.43323 -2.77172
S 0.34803 -1.34377 4.17528
S -3.48297 2.07823 3.24128
O 4.66403 0.29523 0.57928
O 0.90403 -0.62877 3.05328
O -0.87097 0.37423 1.14428
O 6.30703 0.37823 2.42728
O -0.63897 -0.74477 -2.95572
O -3.22597 1.02023 -2.59872
O -2.75497 3.08423 -3.96972
O 3.17503 0.68623 -4.72272
O -1.02097 -1.65777 4.21428
O -3.33197 -3.20477 -3.63472
O -3.75597 1.55523 1.89728
O -3.72497 1.26923 4.36428
N -1.17297 -2.87777 -4.27072
N 1.03003 -0.17577 -4.98972
N 0.28403 -0.73077 -0.71172
C 6.23903 -1.77777 0.84428
C 5.28303 -2.81377 0.83728
C -4.13397 3.67923 3.36728
C -2.26597 -1.07577 -0.12972
C 1.33803 -2.65577 4.78428
C -1.75997 3.01223 -1.65872
C -0.96997 -0.41577 0.16028
C -3.06897 -1.82277 -5.63172
C 1.42903 0.13623 -0.44172
C -0.65897 -4.11477 -3.62472
C -4.36297 3.20823 -1.77772
C 4.39203 -1.39577 2.59028
C -2.58897 -2.66077 -4.40672
C 1.83003 -2.26977 6.05528
C 0.58803 -0.19977 5.58728
C -1.99497 3.86023 4.16528
C 0.41503 1.03023 -5.74172
C -3.05697 4.69123 3.54328
C -2.25897 4.19323 -1.06672
C -3.70497 4.27023 -0.93272
C 2.88103 -1.70877 -4.12772
C 2.43303 -0.33477 -4.64972
C -1.79097 2.57723 3.39828
C 1.76803 -0.70777 6.26528
C 4.64603 -2.83077 2.28928
H 6.55003 -1.56977 -0.27172
H -4.61497 3.84723 4.23328
H 4.68403 -2.46277 0.10228
H -1.07897 1.88223 3.73228
H -1.35697 -0.17277 -2.98872
H -3.29397 -0.80777 -5.22072
H 5.47103 -3.12677 3.10628
H -1.90797 4.04423 -0.05072
H 2.80703 -2.49677 -4.80872
H -3.42597 5.63423 3.95928
H 2.06703 0.31023 -1.08672
H 1.24103 1.42723 -6.24972
H -0.03197 -0.73777 -1.84972
H 0.65903 -1.62977 -0.45572
H -2.91397 -0.50677 -0.53472
H -5.00397 3.46223 -2.46872
H 4.67703 -1.19777 3.68328
H -1.84197 5.00123 -1.67372
H 4.03003 -1.52877 -3.78472
H -1.37497 2.83523 2.16928
H 2.84903 -2.61377 6.28128
H -1.03297 3.01223 -2.37272
H 0.72503 -1.05177 -5.45372
H -4.12897 4.28123 0.05828
H -0.34997 -0.28677 6.07528
H 0.63403 0.67423 5.18128
H 1.28203 -2.77877 6.72728
H -2.46497 -1.75477 -6.49072
H -2.55197 -1.78277 0.74928
H -4.12597 -2.00177 -6.07372
H 1.90003 -0.34777 0.41128
H -0.96897 -1.93177 -3.65872
H -4.01697 5.21223 -1.36072
H 7.18103 -2.22477 1.46228
H 0.05003 1.75023 -5.27872
H 1.75003 -0.56077 7.40828
H 3.31703 -1.22977 2.29628
H -1.59797 2.12423 -0.95672
H 2.16103 -2.35777 4.13428
H 3.69603 -3.21577 2.05828
H 0.56903 -0.01277 -3.98772
H -2.96797 5.17523 2.44728
H 5.70003 -3.90077 0.64928
H 0.89403 -3.62377 4.73728
H -1.08297 -4.04977 -2.68072
H -1.06297 4.46923 4.07928
H -0.48497 -2.70777 -5.22272
H 2.78303 -0.44277 5.91128
H -4.71397 2.40723 -1.33672
H -4.80397 4.01523 2.48828
H -0.87797 -4.98177 -4.07872
H -0.35697 0.87523 -6.40872
H 2.27703 -1.95877 -3.31672
H -2.21597 -2.03777 -0.91672
H -2.28897 3.50723 5.18428
H 1.29503 1.12623 -0.33072
H 0.39703 -4.12477 -3.51772
```

The total charge is +1. As for the LUMO energy: -4.06 eV. As for the energy relative to the best compared isomer or geometry (same formula, charge and spin): 33.7 kcal per mole.